15
Properties=species:S:1:pos:R:3:forces:R:3 method="wB97M-V/def2-TZVPD" lumo_energy_ha="-0.188 / -0.188" total_charge=+1 multiplicity=1 homo_lumo_gap_ev="8.140 / 8.139"
C -1.674 -0.999 -0.097 2.859 -1.869 -0.516
C -2.813 -0.171 -0.142 0.231 0.294 -1.767
C 2.352 -0.161 0.368 -2.290 -2.074 1.057
N -0.856 -1.848 -0.069 -3.116 2.580 0.098
N 0.158 0.578 -0.545 -1.161 -0.615 2.350
N 1.203 -0.120 -0.561 0.951 -1.005 -1.626
S 0.558 -2.464 -0.089 1.999 -1.609 -0.146
H -3.598 -0.892 -0.481 -0.258 1.616 0.405
H -2.551 0.794 -0.667 -0.672 -1.442 -0.877
H -2.797 0.300 0.783 -1.415 0.169 2.538
H 2.957 0.583 0.084 2.086 3.411 -0.455
H 2.055 -0.232 1.398 -0.385 0.741 0.387
H 2.938 -1.031 0.253 0.255 -1.350 -0.748
H -0.159 0.678 0.488 1.171 0.616 -1.619
H 1.475 -0.417 -1.530 -0.257 0.535 0.918